# C41H45CoN4O4PS2Si

A molecular structure, C41H45CoN4O4PS2Si at a distorted geometry (wB97M-V/def2-TZVPD, the OMol25 dataset).

2S+1	5
charge	+1
highest occupied orbital energy (alpha / beta)	-10.710 / -10.711	eV

Cartesian coordinates (Å):
Co: 0.045146 -0.051425 -0.056638
O: -3.630456 -0.171476 -1.447227
S: -2.656027 0.235802 -0.467496
O: -1.969657 -0.909041 0.213758
O: -1.574998 1.107744 -0.986090
C: -3.474629 1.052734 0.852889
C: -4.850041 1.225625 0.831153
C: -5.482604 1.661181 1.982708
C: -4.742268 1.911772 3.130901
C: -3.361570 1.760630 3.131160
C: -2.702703 1.319577 1.990709
P: -0.862817 1.105160 1.955158
C: -0.408323 2.870445 2.148966
C: -0.570331 3.616134 0.974035
C: -0.243467 4.963368 0.937108
C: 0.251731 5.592604 2.074293
C: 0.423778 4.860176 3.238488
C: 0.106080 3.506904 3.275263
C: -0.616014 0.107745 3.468615
C: -0.614966 -1.274189 3.248089
C: -0.422445 -2.165645 4.291934
C: -0.201308 -1.690354 5.578454
C: -0.217657 -0.324266 5.814807
C: -0.434692 0.569002 4.771459
H: -5.406710 1.009834 -0.074279
H: -6.558231 1.792913 1.988019
H: -5.247724 2.220967 4.038008
H: -2.792423 1.977958 4.027906
H: -0.931545 3.132438 0.075919
H: -0.365610 5.520651 0.014969
H: 0.506882 6.646042 2.047887
H: 0.816356 5.338138 4.131274
H: 0.297918 2.966203 4.188424
H: -0.765053 -1.654756 2.246517
H: -0.439295 -3.231531 4.100929
H: -0.024313 -2.382429 6.393153
H: -0.067252 0.056709 6.819392
H: -0.466318 1.622757 5.001446
C: -0.909488 -2.537534 -5.379971
N: -0.510831 -2.647132 -3.984614
C: -1.334179 -2.513917 -2.977222
N: -2.608651 -2.230393 -3.192539
S: -0.743366 -2.822745 -1.374559
H: -0.028141 -2.679692 -5.995721
H: -1.308049 -1.543806 -5.595187
H: -1.648911 -3.299103 -5.633508
H: 0.463582 -2.801949 -3.767496
H: -2.879206 -1.932387 -4.118695
H: -3.159047 -1.829294 -2.439158
N: 4.797634 1.704967 4.340178
C: 3.906944 1.341738 3.374869
C: 3.447952 2.254297 2.418551
C: 2.494520 1.855236 1.509794
N: 1.963793 0.623507 1.468248
C: 2.460756 -0.266300 2.344399
C: 3.407010 0.032908 3.295325
H: 5.193902 2.625113 4.350324
H: 5.185680 1.019553 4.958824
H: 3.834113 3.270141 2.390364
H: 2.144134 2.555557 0.756223
H: 2.077511 -1.279230 2.270483
H: 3.758015 -0.738288 3.976068
C: 4.543777 -2.429030 -3.389660
C: 3.585470 -2.286481 -2.192820
C: 2.646944 -3.492520 -2.158913
C: 4.386566 -2.220427 -0.884296
Si: 2.615784 -0.621220 -2.284870
O: 1.591596 -0.532420 -1.024827
C: 1.652438 -0.363310 -3.902187
C: 2.139828 -0.618313 -5.194157
C: 1.423905 -0.250729 -6.330718
C: 0.191294 0.376531 -6.207121
C: -0.322610 0.634250 -4.940013
C: 0.403717 0.273935 -3.808060
C: 3.973587 0.679340 -2.241208
C: 4.631269 1.097583 -3.405412
C: 5.668417 2.023483 -3.355567
C: 6.071056 2.553081 -2.135994
C: 5.427432 2.157261 -0.969385
C: 4.395256 1.227579 -1.025397
H: 5.147530 -3.343341 -3.289073
H: 5.232304 -1.582266 -3.454174
H: 3.998413 -2.509330 -4.336112
H: 3.126273 -4.366662 -1.694716
H: 2.346150 -3.800279 -3.171767
H: 1.747048 -3.283807 -1.560362
H: 4.940765 -3.158512 -0.734950
H: 3.725193 -2.074500 -0.019292
H: 5.110155 -1.403141 -0.900228
H: 3.101361 -1.105746 -5.324862
H: 1.835509 -0.444465 -7.316115
H: -0.362000 0.670921 -7.090177
H: -1.281896 1.130996 -4.825236
H: -0.006031 0.501480 -2.835074
H: 4.330267 0.704990 -4.372944
H: 6.161815 2.331228 -4.272449
H: 6.886936 3.264765 -2.094363
H: 5.736138 2.565870 -0.011275
H: 3.912338 0.909803 -0.108297

Cartesian forces (eV/Å) of the 6 atoms listed first:
Co 1.26 0.69 0.57
O -0.02 -0.02 0.02
S -0.03 -0.09 -0.18
O 0.09 -0.29 -0.53
O -0.03 -0.21 -0.10
C 0.16 -0.11 0.37